Below is C22H38N4O4S2Si4Tc as an isolated structure, with properties calculated with wB97M-V/def2-TZVPD.

Relative energy (zero: lowest compared OMol25 entry of this formula, charge and spin) ... 0.00 kcal/mol
Gap between HOMO and LUMO (alpha / beta) ... 5.680 / 6.308 eV
<S²> ... 3.7984
Spin multiplicity ... 4

Last column: Löwdin charge in e.
Element x y z (Å)
Tc: -1.350 -0.011 1.575  1.015
S: 0.713 -0.132 2.711  0.597
S: -2.041 1.288 3.388  0.647
Si: 2.095 -2.620 -1.471  0.405
Si: 2.806 0.965 0.019  0.381
Si: 1.293 -0.434 -1.132  0.506
Si: 0.381 0.768 -2.941  0.419
O: -2.782 2.964 -0.971  0.121
O: -1.404 1.712 0.312  -0.175
O: -2.176 -1.791 2.334  -0.058
O: -3.926 -3.092 2.446  0.191
N: -0.238 -0.882 -0.204  -0.155
N: -4.346 -2.809 -1.614  0.152
N: -2.016 -2.339 -0.964  0.165
N: -3.234 -0.020 0.870  -0.070
C: -4.980 1.054 -0.380  0.023
C: -4.089 -0.973 1.263  -0.232
C: -1.229 -1.504 -0.514  -0.335
C: -3.269 -2.547 -1.282  -0.340
C: 2.196 -3.440 0.217  -0.202
C: 1.492 0.518 -4.445  -0.216
C: 0.369 2.611 -2.529  -0.205
C: -1.363 0.196 -3.354  -0.196
C: -2.574 1.897 -0.191  -0.478
C: -0.593 1.584 4.331  -0.765
C: 3.803 -2.516 -2.260  -0.215
C: -0.786 2.554 5.465  -0.129
C: 1.829 1.181 4.871  -0.129
C: -5.848 0.076 0.029  -0.055
C: -3.365 -1.974 2.051  -0.434
C: 3.963 0.002 1.153  -0.230
C: 3.920 1.544 -1.403  -0.223
C: 2.062 2.506 0.810  -0.213
C: 0.570 0.977 4.056  -0.748
C: -3.636 1.016 0.061  -0.198
C: 0.975 -3.630 -2.597  -0.208
C: -5.411 -0.967 0.876  -0.018
H: -1.759 0.753 -4.207  0.040
H: 0.133 2.766 -1.472  -0.002
H: 1.353 3.052 -2.708  0.024
H: -1.662 2.277 6.055  0.069
H: -6.876 0.092 -0.305  0.110
H: 4.608 -0.655 0.559  0.019
H: -0.964 3.560 5.074  0.077
H: 3.415 -0.608 1.872  -0.018
H: 2.219 3.380 0.172  0.030
H: 0.081 2.584 6.122  0.064
H: 3.015 -3.022 0.808  0.025
H: 1.428 -4.605 -2.798  0.034
H: 4.749 2.137 -1.005  0.037
H: 3.747 -2.076 -3.260  0.027
H: 2.523 2.701 1.782  0.032
H: 1.175 1.159 -5.273  0.033
H: 2.652 0.621 4.428  0.050
H: -1.385 -0.868 -3.609  0.030
H: -4.827 -3.157 2.100  0.126
H: -0.356 3.151 -3.146  0.038
H: 0.990 2.391 0.978  -0.007
H: 4.607 0.689 1.709  0.035
H: 3.386 2.166 -2.128  0.007
H: -1.944 3.441 -1.040  0.112
H: 4.352 0.695 -1.945  0.021
H: 4.252 -3.509 -2.355  0.033
H: -2.047 0.351 -2.512  0.014
H: -0.005 -3.805 -2.146  0.014
H: 0.815 -3.132 -3.558  0.023
H: -6.099 -1.742 1.187  0.112
H: 4.478 -1.900 -1.659  0.013
H: -5.297 1.864 -1.023  0.123
H: 2.351 -4.518 0.129  0.034
H: 1.696 0.830 5.898  0.080
H: 1.470 -0.519 -4.794  0.024
H: 1.272 -3.279 0.783  0.024
H: 2.530 0.770 -4.207  0.020
H: 2.115 2.234 4.908  0.078